Entry 1:
Entry from the OMol25 dataset: a 2-piece molecular cluster, C2H2BrCl3Si overall (ωB97M-V with the def2-TZVPD basis set).

The geometry in ORCA input format:
```
! RIJCOSX wB97M-V def2-TZVPD def2/J DEFGRID3
* xyz 0 1
C -1.03 -1.03 0.96
C -0.43 -0.28 0.07
Si 0.93 0.92 -0.27
Cl 2.34 0.51 1.07
Cl 0.58 2.91 -0.28
Cl 1.66 0.49 -2.08
Br -1.67 -0.91 -2.34
H -1.64 -1.82 0.75
H -0.75 -0.78 2.12
*
```

Summary:
- E: -4321.5439 a.u.
- F_max: 5.116 eV/Å
- Energy relative to the best compared isomer or geometry (same formula, charge and spin): 2.2471 eV

Results of the Löwdin charge analysis, in e, for atoms 1 through 8: number 1, C, carries -0.058; number 2, C, carries -0.320; number 3, Si, carries -0.863; number 4, Cl, carries 0.383; number 5, Cl, carries 0.344; number 6, Cl, carries 0.339; number 7, Br, carries 0.000; number 8, H, carries 0.021

Entry 2:
Entry from the OMol25 dataset: a 6-piece molecular cluster, C26H71ClN5O10P2 overall (ωB97M-V with the def2-TZVPD basis set).

The geometry in ORCA input format:
```
! RIJCOSX wB97M-V def2-TZVPD def2/J DEFGRID3
* xyz -1 1
C -2.22 -1.24 -0.40
C -3.44 -0.32 -0.38
C -3.23 1.15 0.02
C -4.60 1.83 0.18
C -2.40 1.41 1.26
C -2.72 0.64 2.54
O -1.67 0.99 3.41
P -0.24 1.35 2.58
Cl 0.31 -0.95 2.51
P 1.66 1.62 1.42
O 2.01 2.97 0.93
O 2.80 1.02 2.41
O 1.70 0.59 0.18
O -1.03 1.12 1.08
H -1.91 -1.53 0.61
H -1.36 -0.77 -0.88
H -2.45 -2.16 -0.94
H -3.88 -0.32 -1.38
H -4.20 -0.75 0.28
H -2.70 1.63 -0.81
H -5.30 1.18 0.71
H -4.52 2.77 0.73
H -5.04 2.06 -0.80
H -2.48 2.48 1.51
H -2.71 -0.43 2.34
H -3.68 0.92 2.98
H -0.43 2.76 2.52
H 0.45 1.37 3.81
H 3.66 1.25 2.03
H 1.48 -0.30 0.50
C 4.67 3.79 -2.95
C 3.81 3.85 -1.69
C 2.49 4.59 -1.86
O 2.61 6.01 -1.94
C 2.92 6.53 -3.21
N 4.59 4.36 -0.56
H 5.17 4.75 -3.13
H 5.45 3.04 -2.85
H 4.07 3.54 -3.83
H 3.53 2.82 -1.42
H 1.88 4.38 -0.98
H 1.96 4.23 -2.75
H 2.44 5.94 -4.00
H 4.00 6.55 -3.41
H 2.54 7.55 -3.25
H 4.03 4.23 0.28
H 4.70 5.36 -0.67
C 2.78 -0.61 6.63
C 2.57 0.67 5.83
C 3.83 1.53 5.68
O 4.20 2.25 6.85
C 4.94 1.53 7.80
N 1.45 1.41 6.41
H 2.84 -0.41 7.70
H 1.94 -1.28 6.46
H 3.70 -1.12 6.33
H 2.28 0.39 4.81
H 3.64 2.29 4.92
H 4.68 0.92 5.34
H 5.62 0.82 7.31
H 4.31 0.96 8.49
H 5.53 2.25 8.37
H 1.17 2.16 5.79
H 1.76 1.85 7.27
C -4.31 -6.53 2.32
C -4.85 -5.45 1.40
C -3.80 -4.44 0.93
O -3.41 -3.49 1.89
C -2.37 -3.88 2.78
N -6.00 -4.79 2.04
H -4.13 -6.14 3.32
H -5.03 -7.35 2.40
H -3.37 -6.94 1.94
H -5.23 -5.93 0.49
H -4.26 -3.85 0.13
H -2.92 -4.94 0.51
H -1.66 -4.55 2.27
H -2.76 -4.39 3.67
H -1.84 -2.99 3.08
H -6.42 -4.15 1.37
H -5.65 -4.20 2.79
C -8.38 -5.02 -3.04
C -8.82 -4.41 -1.71
C -8.28 -3.01 -1.46
O -6.91 -2.96 -1.10
C -5.98 -2.96 -2.17
N -8.52 -5.36 -0.64
H -7.35 -5.37 -2.99
H -9.01 -5.88 -3.28
H -8.46 -4.29 -3.86
H -9.91 -4.30 -1.74
H -8.81 -2.58 -0.61
H -8.46 -2.36 -2.33
H -6.35 -2.39 -3.03
H -5.74 -3.97 -2.50
H -5.07 -2.49 -1.79
H -8.93 -5.05 0.24
H -7.52 -5.37 -0.48
C 8.90 1.61 -7.26
C 8.37 1.05 -5.94
C 6.85 1.17 -5.78
O 6.40 2.48 -5.49
C 6.21 3.33 -6.60
N 9.11 1.64 -4.83
H 8.94 2.70 -7.23
H 9.92 1.25 -7.43
H 8.28 1.30 -8.10
H 8.58 -0.03 -5.93
H 6.55 0.57 -4.93
H 6.34 0.78 -6.67
H 5.86 2.78 -7.47
H 7.12 3.87 -6.87
H 5.45 4.06 -6.31
H 8.87 1.18 -3.96
H 8.81 2.61 -4.72
*
```

Summary:
- E: -3202.4211 a.u.
- F_max: 0.800 eV/Å

Results of the Löwdin charge analysis, in e, for atoms 1 through 8: number 1, C, carries -0.097; number 2, C, carries -0.231; number 3, C, carries -0.319; number 4, C, carries -0.071; number 5, C, carries -0.380; number 6, C, carries -0.212; number 7, O, carries -0.353; number 8, P, carries 0.364

Entry 3:
Entry from the OMol25 dataset: a 8-piece molecular cluster, C57H87F3N3O23PS2 overall (ωB97M-V with the def2-TZVPD basis set).

The geometry in ORCA input format:
```
! RIJCOSX wB97M-V def2-TZVPD def2/J DEFGRID3
* xyz 0 1
C 1.30 0.12 -0.70
C 0.60 -0.06 -1.68
C -0.18 -0.57 -2.82
C 0.46 -1.23 -3.91
C 1.99 -1.46 -4.02
C 2.69 -2.02 -2.70
C 1.87 -3.10 -1.93
S 2.59 -3.21 -0.21
C -0.43 -1.67 -4.98
C -1.85 -1.44 -4.95
C -2.47 -0.76 -3.83
C -3.99 -0.52 -3.87
C -4.81 -1.25 -2.75
C -5.20 -2.73 -3.08
C -4.12 -3.76 -2.59
N -4.15 -3.99 -1.16
C -4.64 -5.12 -0.50
C -4.52 -4.96 0.89
C -3.91 -3.64 1.14
C -3.72 -3.17 -0.16
C -1.60 -0.35 -2.78
P -2.26 0.52 -1.28
N -1.53 1.88 -0.95
N -2.71 -1.85 -6.04
C -3.07 -3.30 -5.97
C -3.26 -3.97 -7.37
C -3.91 -5.37 -7.14
O -4.16 -5.82 -6.06
O -4.26 -6.13 -8.27
C -2.23 -1.44 -7.33
C -3.07 -0.77 -8.25
C -2.61 -0.35 -9.53
C -1.28 -0.65 -9.93
C -0.42 -1.32 -9.03
C 1.04 -1.68 -9.39
F 1.35 -1.36 -10.67
F 1.12 -3.05 -9.35
F 1.92 -1.13 -8.53
C -0.88 -1.69 -7.74
S 0.14 -2.50 -6.49
H 2.02 0.27 0.09
H 2.30 -2.09 -4.87
H 2.45 -0.45 -4.20
H 2.91 -1.16 -2.03
H 3.68 -2.47 -2.94
H 2.00 -4.12 -2.34
H 0.81 -2.85 -1.78
H 3.49 -2.18 -0.15
H -4.14 0.58 -3.72
H -4.45 -0.74 -4.85
H -4.29 -1.13 -1.78
H -5.77 -0.69 -2.65
H -5.38 -2.78 -4.17
H -6.17 -2.96 -2.59
H -4.31 -4.72 -3.10
H -3.13 -3.36 -2.93
H -5.05 -6.03 -0.95
H -4.82 -5.70 1.65
H -3.66 -3.14 2.08
H -3.25 -2.18 -0.28
H -2.12 -0.42 -0.21
H -3.65 0.75 -1.44
H -2.21 2.64 -0.94
H -2.37 -3.91 -5.36
H -4.06 -3.36 -5.48
H -2.31 -4.12 -7.91
H -4.01 -3.40 -7.96
H -3.41 -6.52 -8.57
H -4.11 -0.51 -7.99
H -3.24 0.19 -10.24
H -0.94 -0.35 -10.93
C 0.70 4.04 -0.26
C 2.10 4.60 -0.22
O 2.20 5.74 0.66
C 2.19 5.46 1.96
O 2.10 4.37 2.46
O 2.24 6.62 2.63
C 2.13 6.47 4.05
H -0.02 4.82 -0.53
H 0.63 3.23 -0.99
H 0.39 3.65 0.71
H 2.38 4.96 -1.21
H 2.83 3.84 0.06
H 2.87 5.77 4.44
H 1.12 6.15 4.31
H 2.30 7.45 4.50
C -8.96 -8.59 5.44
C -7.50 -8.57 5.84
O -6.71 -7.79 4.93
C -6.85 -6.47 5.04
O -7.56 -5.89 5.82
O -6.09 -5.89 4.10
C -6.22 -4.47 4.04
H -9.07 -8.94 4.41
H -9.53 -9.25 6.10
H -9.40 -7.60 5.49
H -7.10 -9.58 5.80
H -7.36 -8.21 6.86
H -6.03 -4.01 5.01
H -7.21 -4.21 3.67
H -5.48 -4.10 3.33
C 5.99 7.00 1.76
C 4.72 7.81 1.61
O 4.99 9.22 1.63
C 5.53 9.72 0.53
O 5.82 9.11 -0.47
O 5.75 11.03 0.72
C 6.44 11.67 -0.35
H 6.53 7.30 2.66
H 5.76 5.93 1.82
H 6.67 7.16 0.92
H 4.06 7.61 2.45
H 4.17 7.54 0.71
H 5.92 11.51 -1.30
H 7.46 11.31 -0.41
H 6.46 12.74 -0.14
C 9.68 4.67 -2.57
C 10.30 5.69 -1.64
O 9.94 5.44 -0.27
C 10.56 4.41 0.31
O 11.38 3.69 -0.21
O 10.10 4.28 1.55
C 10.61 3.14 2.24
H 8.60 4.63 -2.44
H 9.90 4.93 -3.61
H 10.07 3.67 -2.38
H 9.91 6.68 -1.87
H 11.38 5.74 -1.74
H 11.70 3.13 2.24
H 10.22 2.22 1.79
H 10.26 3.19 3.27
C 10.18 -4.74 -3.22
C 8.99 -4.25 -2.42
O 8.05 -3.55 -3.25
C 7.30 -4.31 -4.05
O 7.35 -5.51 -4.14
O 6.52 -3.50 -4.77
C 5.74 -4.18 -5.75
H 10.65 -3.91 -3.75
H 10.92 -5.20 -2.57
H 9.88 -5.47 -3.97
H 9.33 -3.54 -1.67
H 8.49 -5.07 -1.90
H 5.15 -4.98 -5.30
H 6.38 -4.57 -6.54
H 5.05 -3.45 -6.18
C -5.25 0.35 7.09
C -5.89 0.03 5.75
O -5.25 0.73 4.67
C -4.06 0.26 4.30
O -3.49 -0.69 4.79
O -3.59 1.03 3.32
C -2.26 0.70 2.90
H -5.23 1.43 7.25
H -5.79 -0.12 7.90
H -4.21 0.01 7.12
H -6.92 0.37 5.76
H -5.90 -1.04 5.56
H -2.19 -0.35 2.62
H -1.55 0.93 3.69
H -2.03 1.31 2.03
C -5.17 0.38 12.55
C -6.44 1.18 12.35
O -6.19 2.59 12.39
C -5.61 3.10 11.30
O -5.29 2.49 10.32
O -5.41 4.40 11.51
C -4.70 5.06 10.46
H -4.67 0.68 13.47
H -5.39 -0.69 12.59
H -4.47 0.54 11.73
H -7.13 0.97 13.18
H -6.96 0.91 11.43
H -5.18 4.89 9.50
H -3.67 4.70 10.44
H -4.70 6.12 10.68
*
```

Summary:
- SMILES string: C#Cc1c(CCCS)c2c(c(CCCCn3cccc3)c1[PH2]=N)N(CCC(=O)O)c1cccc(C(F)(F)F)c1S2.CCOC(=O)OC.CCOC(=O)OC.CCOC(=O)OC.CCOC(=O)OC.CCOC(=O)OC.CCOC(=O)OC.CCOC(=O)OC
- E: -5556.2033 a.u.
- F_max: 3.139 eV/Å

Results of the Löwdin charge analysis, in e, for atoms 1 through 8: number 1, C, carries 0.127; number 2, C, carries -0.116; number 3, C, carries -0.181; number 4, C, carries -0.141; number 5, C, carries -0.122; number 6, C, carries -0.271; number 7, C, carries -0.510; number 8, S, carries 0.652

Entry 4:
Entry from the OMol25 dataset: a 3-piece molecular cluster, C3H8N2O2 overall (ωB97M-V with the def2-TZVPD basis set).

The geometry in ORCA input format:
```
! RIJCOSX wB97M-V def2-TZVPD def2/J DEFGRID3
* xyz 0 1
C -1.15 -1.85 -1.45
C -0.50 -0.56 -1.07
O 0.55 -0.46 -0.49
H -1.08 0.34 -1.33
H -0.41 -2.64 -1.50
H -1.72 -1.76 -2.39
H -1.87 -2.08 -0.65
C 1.39 2.12 -0.51
N 1.95 1.98 0.53
N -0.46 0.23 2.35
O 0.68 2.28 -1.41
H -0.06 0.04 1.45
H 2.89 1.88 0.81
H -0.22 -0.55 2.95
H 0.02 1.03 2.72
*
```

Summary:
- SMILES string: N=C=O.CC=O.N
- E: -379.0898 a.u.
- F_max: 1.130 eV/Å
- Energy relative to the best compared isomer or geometry (same formula, charge and spin): 1.3940 eV

Results of the Löwdin charge analysis, in e, for atoms 1 through 8: number 1, C, carries -0.045; number 2, C, carries -0.313; number 3, O, carries 0.010; number 4, H, carries 0.118; number 5, H, carries 0.079; number 6, H, carries 0.086; number 7, H, carries 0.092; number 8, C, carries -0.439

Entry 5:
Entry from the OMol25 dataset: C17H26CrN4OS6Se as an isolated structure (ωB97M-V with the def2-TZVPD basis set).

The geometry in ORCA input format:
```
! RIJCOSX wB97M-V def2-TZVPD def2/J DEFGRID3
* xyz 1 2
Cr 0.43 0.38 0.32
C -0.55 3.88 4.28
S -1.29 2.22 4.33
C -0.60 1.42 2.95
S 0.61 2.13 1.95
N -1.09 0.23 2.74
N -0.69 -0.40 1.65
C -1.10 -1.63 1.45
C -0.74 -2.19 0.19
C -1.03 -3.50 -0.21
C -0.65 -3.92 -1.46
C -0.01 -3.01 -2.31
C 0.27 -1.74 -1.83
N -0.08 -1.33 -0.62
H -0.09 4.08 5.24
H -1.34 4.60 4.08
H 0.19 3.91 3.49
H -1.68 -2.16 2.20
H -1.54 -4.15 0.49
H -0.84 -4.93 -1.79
H 0.27 -3.28 -3.31
H 0.82 -1.03 -2.44
C -5.10 0.25 -2.27
C -4.06 0.09 -3.36
S -2.39 -0.35 -2.70
C -1.44 1.14 -3.15
C -1.79 2.35 -2.31
S -1.23 2.22 -0.57
C -2.78 2.31 0.39
C -3.81 1.23 0.09
S -4.93 1.77 -1.27
H -5.09 -0.59 -1.58
H -6.09 0.33 -2.72
H -3.95 0.99 -3.96
H -4.35 -0.74 -4.00
H -1.62 1.35 -4.21
H -0.39 0.87 -3.01
H -2.86 2.54 -2.29
H -1.29 3.23 -2.72
H -3.19 3.30 0.22
H -2.45 2.25 1.43
H -4.43 1.07 0.97
H -3.34 0.30 -0.20
Se 2.46 -0.75 1.18
C 3.03 -1.08 -0.48
N 3.37 -1.21 -1.58
C 3.13 1.90 -3.07
S 2.86 1.95 -1.27
C 2.39 3.70 -1.08
O 1.51 1.27 -1.15
H 4.03 2.46 -3.30
H 2.28 2.30 -3.60
H 3.29 0.85 -3.33
H 3.26 4.34 -1.17
H 1.97 3.79 -0.08
H 1.63 3.97 -1.82
*
```

Summary:
- E: -6792.4310 a.u.
- F_max: 2.067 eV/Å
- <S²>: 0.78
- Energy relative to the best compared isomer or geometry (same formula, charge and spin): 0.0000 eV

Results of the Löwdin charge analysis, in e, for atoms 1 through 8: number 1, Cr, carries 0.211; number 2, C, carries -0.370; number 3, S, carries 0.930; number 4, C, carries -1.057; number 5, S, carries 0.668; number 6, N, carries -0.069; number 7, N, carries -0.187; number 8, C, carries -0.020

Entry 6:
Entry from the OMol25 dataset: C45H32N7O5PSSeZr as an isolated structure (ωB97M-V with the def2-TZVPD basis set).

The geometry in ORCA input format:
```
! RIJCOSX wB97M-V def2-TZVPD def2/J DEFGRID3
* xyz 0 1
Zr -0.55 -0.46 0.64
O -2.01 -3.56 5.22
C -3.15 -3.14 4.67
C -4.33 -3.45 5.35
C -5.55 -3.04 4.86
C -5.64 -2.32 3.66
C -4.48 -2.01 2.98
C -3.23 -2.41 3.47
C -2.05 -2.03 2.70
O -2.19 -1.38 1.60
N -0.84 -2.40 3.13
N 0.09 -2.00 2.23
C 1.27 -2.49 2.27
C 2.16 -2.18 1.15
C 3.40 -2.76 1.00
C 4.16 -2.45 -0.12
C 3.61 -1.62 -1.09
C 2.33 -1.13 -0.90
N 1.62 -1.38 0.20
H -1.26 -3.26 4.65
H -4.25 -4.00 6.28
H -6.45 -3.29 5.40
H -6.60 -2.01 3.28
H -4.51 -1.44 2.06
H 1.56 -3.19 3.05
H 3.79 -3.41 1.77
H 5.16 -2.84 -0.24
H 4.16 -1.36 -1.98
H 1.86 -0.48 -1.63
C -0.33 4.52 -4.39
C -1.58 4.37 -3.80
C -1.85 3.27 -3.00
C -0.87 2.32 -2.78
C 0.39 2.47 -3.37
C 0.65 3.56 -4.18
P -1.17 0.82 -1.80
C -2.62 1.19 -0.76
C -2.57 2.31 0.09
C -3.63 2.61 0.92
C -4.74 1.77 0.94
C -4.80 0.66 0.12
C -3.75 0.36 -0.73
C -1.70 -0.45 -2.95
C -2.11 -0.21 -4.23
C -2.49 -1.29 -5.05
C -2.44 -2.57 -4.57
C -2.00 -2.84 -3.24
C -1.92 -4.16 -2.73
C -1.48 -4.36 -1.46
C -1.14 -3.26 -0.63
C -1.19 -1.96 -1.06
C -1.63 -1.76 -2.41
H -0.13 5.38 -5.01
H -2.35 5.12 -3.97
H -2.83 3.17 -2.54
H 1.16 1.72 -3.21
H 1.62 3.67 -4.64
H -1.69 2.95 0.09
H -3.58 3.46 1.58
H -5.56 1.99 1.62
H -5.67 0.01 0.14
H -3.79 -0.51 -1.37
H -2.14 0.80 -4.62
H -2.83 -1.11 -6.06
H -2.72 -3.41 -5.19
H -2.20 -4.99 -3.37
H -1.42 -5.37 -1.06
H -0.84 -3.50 0.39
Se -2.67 1.78 4.54
C -1.68 1.27 3.20
N -1.02 0.93 2.28
O 7.03 -0.75 0.53
S 8.06 0.27 0.69
O 9.03 0.33 -0.38
O 8.59 0.39 2.03
C 7.13 1.83 0.52
N 7.75 2.95 0.13
C 6.99 4.02 -0.03
C 5.61 4.02 0.16
C 5.08 2.83 0.59
N 5.83 1.75 0.80
C 3.65 2.51 0.77
C 3.32 1.50 1.68
C 2.08 0.94 1.63
N 1.17 1.25 0.69
C 1.41 2.34 -0.04
C 2.62 3.01 -0.02
H 7.51 4.93 -0.33
H 5.02 4.91 -0.01
H 4.08 1.12 2.35
H 1.82 0.15 2.32
H 0.65 2.64 -0.75
H 2.80 3.82 -0.72
*
```

Summary:
- E: -5681.6527 a.u.
- F_max: 0.646 eV/Å

Results of the Löwdin charge analysis, in e, for atoms 1 through 8: number 1, Zr, carries 1.688; number 2, O, carries 0.073; number 3, C, carries -0.257; number 4, C, carries -0.006; number 5, C, carries -0.066; number 6, C, carries -0.080; number 7, C, carries -0.016; number 8, C, carries -0.076

Look up the E of the fourth one. -379.0898 a.u.